No. 1
This record from the OMol25 dataset describes a cluster of 3 separate species, C24H43N3O6 in total at a distorted geometry. The level of theory is ωB97M-V/def2-TZVPD.

SMILES: CCCCc1cccc2c1C(=O)NC2=O.COCCNCCOC.COCCNCCOC
Lowest unoccupied orbital energy, hartree: -0.051
Kohn-Sham gap, eV: 7.38

Geometry as ORCA input:
```
! RIJCOSX wB97M-V def2-TZVPD def2/J DEFGRID3
* xyz 0 1
C -0.7945 0.9659 -2.5652
C -0.9233 -0.4563 -3.4324
C 0.0426 -1.6540 -2.8669
C 1.0315 -2.3309 -4.0024
C 2.1196 -1.1877 -4.4548
C 3.4758 -0.8707 -3.5298
C 4.5840 0.3066 -3.9298
C 4.3335 1.2210 -5.3075
C 3.0074 0.8323 -6.1898
C 1.9028 -0.3252 -5.8320
C 0.7546 -0.3672 -7.0014
O -0.4746 -0.8886 -7.0405
N 1.4459 0.3565 -8.1716
C 2.3836 1.4302 -7.5831
O 2.6151 2.6437 -8.0908
H -1.0009 0.8237 -1.4217
H -1.5880 1.7304 -3.0208
H 0.2637 1.4466 -2.8049
H -0.6881 -0.1663 -4.5414
H -2.0492 -0.8250 -3.3947
H -0.6756 -2.5332 -2.4987
H 0.6913 -1.2415 -1.9843
H 0.4512 -2.8220 -4.8955
H 1.6560 -3.1660 -3.4212
H 3.7280 -1.4735 -2.5344
H 5.5543 0.5306 -3.2757
H 5.0474 2.0772 -5.6633
H 2.1123 -0.4105 -8.4814
C 2.8557 1.1706 4.4243
O 1.5398 1.7114 4.4285
C 1.5199 3.1205 4.6821
C 1.0120 3.8721 3.4422
N 1.9998 3.8245 2.3571
C 1.4823 4.3180 1.0764
C 0.3657 3.4930 0.4074
O 0.7895 2.1991 -0.0270
C 0.6846 1.1844 0.9626
H 2.7785 0.0850 4.3217
H 3.4280 1.5560 3.5764
H 3.3730 1.3964 5.3618
H 2.4969 3.4985 5.0082
H 0.8132 3.2821 5.5027
H 0.8174 4.9166 3.7081
H 0.0688 3.4108 3.1327
H 2.3061 2.8625 2.2301
H 2.3361 4.3503 0.3893
H 1.1422 5.3527 1.2017
H 0.0693 4.0268 -0.5028
H -0.5380 3.4278 1.0220
H -0.1445 1.3563 1.6547
H 1.6258 1.0949 1.5079
H 0.5140 0.2305 0.4528
C -3.0920 0.2307 1.8479
O -2.0442 -0.7261 1.9519
C -1.5651 -0.8807 3.2923
C -1.8845 -2.2926 3.8067
N -3.3259 -2.4563 4.0330
C -3.7199 -3.8442 4.2979
C -3.5521 -4.8523 3.1445
O -4.4152 -4.6021 2.0332
C -3.8854 -3.7016 1.0698
H -3.3331 0.3595 0.7895
H -3.9888 -0.1224 2.3639
H -2.7793 1.1972 2.2546
H -1.9585 -0.1096 3.9664
H -0.4774 -0.7607 3.2531
H -1.3495 -2.4636 4.7469
H -1.5213 -3.0106 3.0646
H -3.8292 -2.1313 3.2105
H -4.7813 -3.8178 4.5716
H -3.1786 -4.2088 5.1789
H -3.8445 -5.8362 3.5288
H -2.5111 -4.9561 2.8216
H -2.7955 -3.7563 0.9978
H -4.2031 -2.6823 1.2959
H -4.3073 -3.9629 0.0938
*
```

Mulliken population analysis, charges in e, atoms 1 to 5:
1 C -0.66
2 C -0.11
3 C -0.19
4 C -0.79
5 C 0.60

=====

No. 2
This record from the OMol25 dataset describes a structure of composition C24H44B5F20N8 at a distorted geometry. The level of theory is ωB97M-V/def2-TZVPD.

Lowest unoccupied orbital energy, hartree: 0.005
Kohn-Sham gap, eV: 6.64
ΔE to the lowest compared entry with this formula, charge and spin, kcal per mole: 197.8

Geometry as ORCA input:
```
! RIJCOSX wB97M-V def2-TZVPD def2/J DEFGRID3
* xyz -1 1
C -0.0340 -2.5843 0.3277
C 0.2901 -1.7514 -0.9027
N -0.6358 -0.6705 -0.8083
C -1.8313 -0.4287 -1.3794
C -2.3370 0.6709 -0.8436
N -1.4738 1.1005 0.1615
C -0.4419 0.2789 0.1188
C -1.5529 2.2745 1.0317
H 0.6769 -3.2215 0.8357
H -0.9664 -3.1460 0.2024
H -0.3518 -1.9134 1.1335
H 0.5965 -2.1574 -1.8586
H 1.2722 -1.3594 -0.5830
H -2.2749 -1.0120 -2.1788
H -3.2921 1.1752 -0.9464
H 0.4148 0.1660 0.7607
H -0.8050 2.2284 1.8233
H -2.5388 2.2492 1.4825
H -1.2930 3.1404 0.4283
C -3.2461 -0.4086 1.2657
C -2.0370 -0.6344 2.1561
N -2.1075 0.1744 3.3827
C -2.5552 -0.2767 4.6039
C -2.4979 0.7486 5.4728
N -2.1107 1.8596 4.7455
C -1.8417 1.4625 3.5105
C -1.6722 3.1335 5.3094
H -4.1830 -0.6580 1.7607
H -3.2640 -1.0496 0.3766
H -3.2168 0.5695 0.7814
H -1.1008 -0.4692 1.6345
H -2.1377 -1.6650 2.5004
H -2.8157 -1.3016 4.8049
H -2.6908 0.7182 6.5296
H -1.3665 2.1118 2.7874
H -2.4788 3.8655 5.2960
H -0.8276 3.5344 4.7579
H -1.4094 2.9999 6.3560
C 5.0996 2.8002 -5.8189
C 4.8413 1.6312 -4.8941
N 3.6517 0.8991 -5.2749
C 3.2881 0.5055 -6.5526
C 2.0322 0.0272 -6.4808
N 1.5902 0.1974 -5.1751
C 2.6021 0.7042 -4.4970
C 0.3104 -0.2080 -4.5771
H 5.9821 3.3975 -5.5766
H 4.2554 3.4860 -5.7351
H 5.3193 2.5560 -6.8609
H 4.6917 2.0428 -3.8960
H 5.7274 0.9980 -4.8199
H 3.9349 0.5761 -7.4068
H 1.3698 -0.4657 -7.1699
H 2.6703 0.8726 -3.4312
H 0.4389 -1.1680 -4.0722
H -0.4426 -0.3436 -5.3458
H 0.0246 0.5189 -3.8167
C 0.6462 -1.9252 4.4998
C 2.0310 -2.4939 4.8608
N 2.6577 -2.7281 3.5616
C 3.4420 -1.8057 2.8972
C 3.8081 -2.3755 1.7397
N 3.2341 -3.6309 1.6573
C 2.4870 -3.7542 2.7583
C 3.4651 -4.6781 0.6533
H 0.1025 -2.5632 3.8015
H 0.7179 -0.8972 4.1350
H -0.0651 -1.8491 5.3285
H 1.8377 -3.4498 5.3448
H 2.6547 -1.8431 5.4609
H 3.8549 -0.9388 3.3815
H 4.5361 -2.0841 1.0021
H 1.8302 -4.6048 2.8945
H 2.9908 -4.3951 -0.2811
H 2.9619 -5.5812 0.9967
H 4.5336 -4.8642 0.6369
B -1.1955 -6.4276 0.9075
F -1.7680 -5.9331 -0.2732
F -2.1704 -7.2489 1.5274
F -0.0021 -7.1505 0.7098
F -0.9473 -5.3328 1.7810
B -5.1055 3.9134 -2.4742
F -6.1302 4.8223 -2.1048
F -5.3495 3.5596 -3.8301
F -3.8243 4.4511 -2.3471
F -5.2854 2.7363 -1.7014
B -3.6106 0.4421 -4.3008
F -2.3489 1.0183 -3.9781
F -3.9733 0.6245 -5.6358
F -3.3862 -0.9923 -4.1220
F -4.5529 0.8826 -3.3991
B -0.6676 5.3917 3.3847
F -1.3284 4.3065 4.0268
F 0.7055 5.4088 3.6987
F -0.8932 5.3553 1.9959
F -1.2034 6.6328 3.8164
B 1.6029 2.2675 -1.6954
F 0.3615 1.9015 -2.2302
F 2.3770 2.9605 -2.6489
F 1.4531 3.0573 -0.5573
F 2.2663 1.0341 -1.3149
*
```

Mulliken population analysis, charges in e, atoms 1 to 5:
1 C 0.73
2 C -0.80
3 N 1.45
4 C -0.82
5 C -1.02

=====

No. 3
This record from the OMol25 dataset describes a cluster of 5 separate species, C24H44BBr3O13P in total at a distorted geometry. The level of theory is ωB97M-V/def2-TZVPD.

Lowest unoccupied orbital energy, hartree: 0.070
Kohn-Sham gap, eV: 7.46
ΔE to the lowest compared entry with this formula, charge and spin, kcal per mole: 0.0

Geometry as ORCA input:
```
! RIJCOSX wB97M-V def2-TZVPD def2/J DEFGRID3
* xyz -1 1
C -1.0143 0.3323 3.1179
C -1.3676 0.4949 1.9864
C -2.0364 0.4102 0.6839
O -1.0020 0.7102 -0.2915
B -0.9589 2.1551 -0.3514
Br -0.6262 2.5128 -2.4629
C 0.3103 2.9629 0.3271
P 0.0071 3.9416 1.7825
O 0.1433 3.2634 3.0783
O -1.3893 4.7274 1.7064
O 1.1278 5.1437 1.7191
O -2.3049 2.6448 -0.1085
C -3.0304 1.5233 0.3280
C -4.2756 1.8591 1.1771
Br -4.4435 0.8204 2.8063
C -5.5454 1.7519 0.2854
C -6.6966 2.5266 0.9003
Br -6.1644 -0.1233 0.1267
H -0.6184 0.2007 4.0975
H -2.4158 -0.5876 0.4920
H 1.1234 2.2874 0.5815
H 0.6923 3.6459 -0.4278
H -1.5978 5.0182 0.8077
H 0.7381 5.8739 2.2156
H -3.4673 1.1354 -0.6049
H -4.2240 2.9169 1.4247
H -5.2985 2.0909 -0.7119
H -6.5245 3.5897 0.7324
H -6.8083 2.2948 1.9542
H -7.6260 2.2576 0.4044
O 0.7578 -2.5617 3.6788
C 1.8481 -2.0879 3.5038
O 2.0182 -1.1902 2.5175
C 3.2130 -0.4322 2.3430
C 4.2508 -1.1908 1.5405
C 3.0472 -2.5380 4.3013
H 3.5998 -0.0944 3.3055
H 2.9021 0.4583 1.7996
H 4.5708 -2.1006 2.0514
H 5.1273 -0.5655 1.3659
H 3.8347 -1.4859 0.5772
H 3.4603 -3.4314 3.8202
H 2.7129 -2.7917 5.3047
H 3.8254 -1.7839 4.4020
O -2.5834 8.4387 -1.6891
C -1.7396 8.6873 -0.8773
O -2.0289 8.5287 0.4309
C -1.0554 8.6473 1.4688
C -0.8855 10.0864 1.9116
C -0.3903 9.2431 -1.2749
H -0.1097 8.1902 1.1728
H -1.4413 8.0547 2.2968
H -0.5104 10.7143 1.1027
H -0.1872 10.1481 2.7468
H -1.8451 10.4975 2.2248
H -0.4733 10.3249 -1.3726
H -0.1254 8.8210 -2.2405
H 0.4134 9.0047 -0.5827
O 3.6322 -5.1147 2.5392
C 2.8440 -5.3527 1.6595
O 2.6466 -6.6316 1.3009
C 1.5943 -7.0191 0.4096
C 1.9971 -6.8755 -1.0429
C 2.1373 -4.2545 0.9050
H 0.6810 -6.4694 0.6394
H 1.3975 -8.0647 0.6437
H 2.2136 -5.8399 -1.2960
H 1.1996 -7.2244 -1.6984
H 2.8966 -7.4511 -1.2535
H 2.7849 -3.9141 0.0977
H 1.9559 -3.4303 1.5862
H 1.1745 -4.5437 0.4944
O 3.1377 -6.6438 -3.8506
C 2.3183 -6.5893 -4.7235
O 1.0797 -6.1598 -4.4168
C 0.0787 -5.8734 -5.3963
C -0.6925 -7.1141 -5.7965
C 2.6163 -7.0536 -6.1313
H 0.5145 -5.3619 -6.2553
H -0.5892 -5.1618 -4.9150
H -0.0470 -7.8540 -6.2708
H -1.4903 -6.8570 -6.4933
H -1.1336 -7.5819 -4.9165
H 2.4532 -8.1291 -6.1860
H 3.6622 -6.8454 -6.3400
H 2.0240 -6.5610 -6.8986
*
```

Mulliken population analysis, charges in e, atoms 1 to 5:
1 C 0.06
2 C -0.91
3 C -0.13
4 O -0.55
5 B 0.96

=====

No. 4
This record from the OMol25 dataset describes a structure of composition C24H44BCoNP2 at a distorted geometry. The level of theory is ωB97M-V/def2-TZVPD.

Lowest unoccupied orbital energy (alpha / beta), hartree: -0.204 / -0.245
Kohn-Sham gap (alpha / beta), eV: 3.47 / 2.80
ΔE to the lowest compared entry with this formula, charge and spin, kcal per mole: 46.7

Geometry as ORCA input:
```
! RIJCOSX wB97M-V def2-TZVPD def2/J DEFGRID3
* xyz 1 5
Co 1.3256 -0.9396 -0.1954
C -0.3526 -1.1399 1.9143
C -0.0425 -2.2236 1.0180
C 1.8250 -1.7402 2.3384
C 0.7695 -0.8774 2.7271
C 1.3001 -2.6929 1.3836
C -1.7296 -0.6710 2.1836
H -2.3768 -0.8126 1.3120
H -1.7632 0.3912 2.4518
H -2.2176 -1.2199 3.0097
C 0.7872 0.0020 3.9111
H -0.2027 0.4027 4.1200
H 1.4673 0.8452 3.7947
H 1.1141 -0.5475 4.7981
C 3.1407 -1.7672 3.0073
H 3.0365 -2.0624 4.0616
H 3.5893 -0.7638 2.9953
H 3.8418 -2.4542 2.5215
C 1.7057 -4.1176 1.2981
H 1.3942 -4.6850 2.1923
H 2.7924 -4.2479 1.2321
H 1.2374 -4.6412 0.4596
C -1.1164 -3.0009 0.3304
H -1.9450 -3.2615 1.0112
H -0.7553 -3.9387 -0.1028
H -1.5388 -2.3883 -0.4748
C -3.0848 3.5482 0.9170
C -4.3477 3.1006 0.8518
C -5.0466 2.3359 -0.2288
C -4.9280 2.9256 -1.6823
C -3.7037 2.3854 -2.3346
C -2.8090 1.5529 -1.7436
C -1.9653 1.8393 -0.5312
C -2.0144 3.3077 -0.0875
H -6.1118 2.1610 0.0101
H -4.9540 4.0242 -1.6663
H -4.5976 1.3328 -0.2715
H -2.0741 3.9687 -0.9568
H -2.7647 4.1133 1.7978
H -5.0096 3.2805 1.7041
H -1.0582 3.5818 0.3728
H -2.2102 1.1875 0.3182
H -2.6732 0.5194 -2.0680
H -0.9192 1.5854 -0.8008
H -5.8130 2.6101 -2.2550
H -3.5123 2.7105 -3.3632
P 0.5456 0.0511 -1.9567
C 0.2604 1.6473 -2.8837
C -0.3195 -0.7717 -3.4087
P 2.8092 -1.4890 -1.4372
C 2.3684 -0.0252 -2.4450
C 1.8540 -2.8138 -2.3248
C 4.5673 -1.5086 -1.6899
H 0.8637 2.4821 -2.5198
H -0.8058 1.9154 -2.8610
H 0.5340 1.4970 -3.9370
H 0.0286 -0.3442 -4.3511
H -1.3841 -0.5249 -3.3284
H -0.2157 -1.8522 -3.5097
H 4.8327 -1.0132 -2.6327
H 4.9763 -2.5217 -1.6869
H 5.0531 -0.9499 -0.8814
H 2.8846 0.8847 -2.0932
H 2.4600 -0.1173 -3.5345
H 2.2496 -3.7985 -2.0688
H 1.8392 -2.6853 -3.4105
H 0.8040 -2.8470 -1.9907
B 3.1398 2.1671 2.6615
C 2.8012 1.2921 1.4296
N 2.4370 0.5792 0.5605
H 4.0090 2.9860 2.3923
H 3.5617 1.4740 3.5864
H 2.1571 2.7679 3.0403
*
```

Mulliken population analysis, charges in e, atoms 1 to 5:
1 Co 0.12
2 C 1.46
3 C 0.06
4 C 1.23
5 C 0.61